The following is a quantum chemistry calculation of a cluster of 3 separate species, C22H49BFN4O7S in total at a distorted geometry, from the Open Molecules 2025 dataset.

Summary:
- DFT total energy (Ha) = -2136.0738
- HOMO energy (Eh) = -0.4216
- gap between HOMO and LUMO (eV) = 9.0
- relative energy (zero: lowest compared OMol25 entry of this formula, charge and spin) (kJ/mol) = 0.0

Geometry as ORCA input:
```
! wB97M-V def2-TZVPD RIJCOSX def2/J DEFGRID3
* xyz 1 1
C 0.098 -3.599 1.552
C 0.277 -2.113 1.217
B -0.314 -1.673 -0.176
O -0.696 -2.609 -1.103
C -0.606 -0.132 -0.594
C -1.058 0.788 0.535
C -2.194 0.351 1.439
C -3.303 1.411 1.547
O -3.101 2.544 1.203
N -4.562 0.987 2.065
C -4.448 0.304 3.351
C -5.260 0.153 1.082
N 0.234 1.106 1.178
C 1.150 1.087 0.157
N 2.342 1.607 0.370
C 3.507 1.764 -0.515
C 4.501 2.745 0.130
C 5.923 2.199 0.196
C 6.138 1.129 1.270
S 5.908 1.586 2.982
O 4.681 1.007 3.457
O 7.129 1.350 3.666
O 5.678 3.163 2.895
N 0.632 0.612 -0.997
C 1.432 -0.016 -2.060
C 0.635 -0.187 -3.367
C 0.430 -1.621 -3.838
F 0.544 -1.662 -5.217
H -0.960 -3.847 1.624
H 0.559 -4.248 0.809
H 0.542 -3.827 2.520
H -0.248 -1.525 1.980
H 1.333 -1.823 1.315
H -0.020 -3.250 -1.345
H -1.363 -0.159 -1.380
H -1.354 1.722 0.053
H -2.637 -0.593 1.110
H -1.832 0.172 2.456
H -5.452 0.063 3.696
H -3.888 -0.642 3.296
H -3.985 0.960 4.087
H -5.085 0.504 0.066
H -6.331 0.179 1.266
H -4.950 -0.903 1.140
H 0.512 0.587 2.002
H 2.452 1.981 1.302
H 3.977 0.785 -0.643
H 3.185 2.127 -1.485
H 4.157 3.026 1.124
H 4.505 3.669 -0.447
H 6.197 1.749 -0.761
H 6.631 3.011 0.355
H 5.500 0.263 1.085
H 7.173 0.793 1.222
H 4.990 3.399 3.537
H 1.869 -0.963 -1.722
H 2.260 0.633 -2.307
H 1.186 0.307 -4.167
H -0.315 0.341 -3.299
H -0.561 -2.002 -3.595
H 1.188 -2.293 -3.423
C -10.394 1.091 -1.125
C -9.209 0.811 -0.217
C -9.227 1.696 1.020
O -7.979 0.968 -0.931
H -10.367 2.129 -1.470
H -10.367 0.444 -2.001
H -11.338 0.932 -0.603
H -9.224 -0.239 0.085
H -9.168 2.749 0.731
H -8.375 1.481 1.666
H -10.142 1.552 1.595
H -7.928 1.886 -1.220
C 6.946 -2.528 -2.254
C 5.731 -1.787 -1.727
C 4.834 -2.694 -0.898
O 4.983 -1.194 -2.791
H 6.632 -3.352 -2.900
H 7.576 -1.863 -2.842
H 7.540 -2.942 -1.439
H 6.060 -0.944 -1.112
H 4.462 -3.518 -1.513
H 3.970 -2.140 -0.519
H 5.369 -3.119 -0.048
H 4.686 -1.897 -3.381
*
```